(1)
A structure of composition C32H49BCaN12O4SSeSi. Source: the Open Molecules 2025 dataset; level of theory: the ωB97M-V functional and the def2-TZVPD basis.

Geometry as XYZ:
```
102
Properties=species:S:1:pos:R:3:forces:R:3
Ca 0.109 0.012 -0.276 0.1 0.3 0.2
C -3.362 1.182 0.620 0.0 0.0 0.0
C -2.731 0.380 1.710 -0.1 0.0 0.0
C -3.239 0.084 2.987 0.1 -0.1 0.0
C -2.281 -0.716 3.566 -0.1 0.0 0.0
N -1.278 -0.887 2.681 0.0 0.1 -0.1
N -1.553 -0.200 1.545 0.0 -0.1 -0.1
B 0.018 -1.689 2.904 0.0 0.0 0.0
N 0.234 -2.723 1.754 0.1 0.0 0.0
C 0.835 -3.925 1.835 0.0 -0.1 0.0
C 0.905 -4.465 0.568 0.0 0.1 0.0
C 0.335 -3.484 -0.264 -0.1 -0.1 0.0
C 0.149 -3.493 -1.745 0.0 0.0 0.0
N -0.052 -2.443 0.461 0.0 0.0 -0.1
N 1.258 -0.764 2.942 0.0 0.0 -0.1
C 2.250 -0.590 3.832 0.0 0.1 0.0
C 3.168 0.287 3.289 -0.1 -0.1 0.0
C 2.648 0.612 2.027 0.0 0.0 0.0
C 3.215 1.525 0.989 0.0 0.0 0.0
N 1.509 -0.037 1.825 0.0 0.0 0.0
N -0.170 -2.492 4.199 0.0 0.0 0.1
C -0.964 -3.580 4.325 0.0 -0.1 0.0
C -1.120 -3.846 5.663 0.0 0.0 -0.1
C -0.383 -2.830 6.307 0.0 0.0 0.0
C -0.202 -2.596 7.771 0.0 0.0 0.0
N 0.167 -2.017 5.422 0.1 0.0 0.0
H -3.935 2.006 1.045 0.0 0.0 0.0
H -2.620 1.604 -0.057 0.0 0.0 0.0
H -4.037 0.564 0.024 0.0 0.0 0.0
H -4.168 0.413 3.420 0.0 0.0 0.0
H -2.243 -1.169 4.543 0.0 0.0 0.0
H 1.148 -4.324 2.785 0.0 0.0 0.0
H 1.298 -5.427 0.286 0.0 0.0 0.0
H 1.105 -3.593 -2.264 0.0 0.0 0.0
H -0.488 -4.325 -2.050 0.0 0.0 0.0
H -0.327 -2.573 -2.083 0.0 0.0 0.0
H 2.208 -1.070 4.792 0.0 0.0 0.0
H 4.065 0.663 3.751 0.0 0.0 0.0
H 3.872 2.259 1.457 0.0 0.0 0.0
H 3.793 0.971 0.247 0.0 0.0 0.0
H 2.422 2.056 0.459 0.0 0.0 0.0
H -1.368 -4.072 3.456 0.0 0.0 0.0
H -1.680 -4.648 6.114 0.0 0.0 0.0
H 0.006 -3.528 8.299 0.0 0.0 0.0
H 0.626 -1.908 7.937 0.0 0.0 0.0
H -1.099 -2.158 8.214 0.0 0.0 0.0
C -4.521 -3.082 -4.386 0.0 0.0 0.0
Si -3.336 -1.820 -3.616 -0.1 -0.1 0.0
C -4.106 -0.121 -3.780 0.1 0.0 0.0
C -1.720 -1.952 -4.560 0.0 0.1 0.0
C -3.167 -2.302 -1.833 0.0 0.1 0.0
H -4.664 -2.886 -5.451 0.0 0.0 0.0
H -5.503 -3.053 -3.907 0.0 0.0 0.0
H -4.129 -4.097 -4.284 0.0 0.0 0.0
H -4.081 0.215 -4.820 0.0 0.0 0.0
H -3.546 0.604 -3.188 0.0 0.0 0.0
H -5.144 -0.122 -3.440 0.0 0.0 0.0
H -1.835 -1.522 -5.558 0.0 -0.1 0.0
H -1.403 -2.993 -4.664 0.0 0.0 0.0
H -0.937 -1.379 -4.062 0.0 0.0 0.0
H -3.475 -3.266 -1.440 0.0 0.0 0.0
H -2.725 -1.635 -1.101 0.0 0.0 0.0
C -0.055 5.878 -2.483 0.0 0.0 0.0
C -0.874 5.731 -1.207 0.0 0.0 0.0
N -0.573 4.491 -0.513 0.0 -0.1 0.1
C -0.151 4.331 0.730 -0.1 -0.1 -0.1
S -0.225 2.854 1.535 0.0 0.0 0.0
N 0.352 5.443 1.405 0.0 0.1 0.0
C 1.536 6.106 0.852 0.0 0.0 0.0
C 1.935 7.274 1.735 0.0 0.0 0.0
H -0.328 6.794 -3.010 0.0 0.0 0.0
H -0.246 5.027 -3.136 0.0 0.0 0.0
H 1.015 5.903 -2.270 0.0 0.0 0.0
H -1.934 5.696 -1.470 0.0 0.0 0.0
H -0.738 6.568 -0.523 0.0 0.0 0.0
H -0.887 3.656 -1.026 0.0 0.1 0.0
H 0.526 5.155 2.360 0.0 0.0 0.0
H 1.320 6.458 -0.152 0.0 0.0 -0.1
H 2.367 5.394 0.765 0.0 0.0 0.0
H 1.131 8.010 1.787 0.0 0.0 0.0
H 2.831 7.761 1.348 0.0 0.0 0.0
H 2.151 6.938 2.751 0.0 0.0 0.0
O -0.206 1.451 -4.282 0.0 0.0 0.1
Se -0.623 1.600 -2.726 -0.2 -0.2 0.1
O -1.664 2.830 -2.447 0.1 -0.1 0.0
O -1.282 0.170 -2.139 0.2 0.3 0.0
O 0.689 1.783 -1.720 0.0 0.0 -0.1
N 3.886 -2.559 -1.121 0.0 0.0 0.0
C 2.975 -1.837 -0.416 0.0 0.0 0.1
N 2.262 -1.044 -1.160 0.0 0.0 -0.1
C 2.718 -1.249 -2.464 0.0 0.0 0.0
C 2.297 -0.675 -3.665 0.0 0.0 0.1
C 2.922 -1.105 -4.819 0.0 0.0 0.0
C 3.942 -2.068 -4.794 0.0 0.0 -0.1
C 4.373 -2.637 -3.613 0.0 0.0 0.1
C 3.738 -2.208 -2.452 0.0 0.0 -0.1
H 4.512 -3.245 -0.741 0.0 0.0 0.0
H 2.866 -1.937 0.654 0.0 0.0 0.0
H 1.518 0.075 -3.701 0.0 0.0 0.0
H 2.612 -0.687 -5.767 0.0 0.0 0.0
H 4.401 -2.375 -5.726 0.0 0.0 0.0
H 5.160 -3.381 -3.597 0.0 0.0 0.0
```
Positions in Å, forces in eV/Å.

charge: -1
multiplicity: 2
calculated total energy: -163233.8800 eV
E_HOMO (alpha / beta): -5.35 / -5.35 eV
LUMO energy (alpha / beta): 2.3 / 2.3 eV
energy above the lowest of the compared OMol25 structures with the same formula, charge and spin: 0.000 eV
Kohn-Sham gap (alpha / beta): 0.280 / 0.280 Eh
⟨S²⟩: 0.75

(2)
A cluster of 2 separate species, C4H13NO2 in total. Source: the Open Molecules 2025 dataset; level of theory: the ωB97M-V functional and the def2-TZVPD basis.

Geometry as XYZ:
```
20
Properties=species:S:1:pos:R:3:forces:R:3
C 1.696 -0.494 -0.515 -0.7 1.7 -0.3
N 0.481 -0.635 0.267 -2.1 -1.3 -2.6
C -1.794 -0.258 0.785 -0.4 -2.3 2.1
C -0.951 -0.759 -0.364 1.9 -2.4 0.1
C -1.338 0.050 -1.556 1.0 3.1 -2.8
O -1.324 -0.648 -2.834 0.8 2.0 -1.7
H 2.065 -1.400 -0.969 -0.1 -0.7 0.1
H 1.507 0.207 -1.387 0.5 -0.4 0.9
H 2.509 -0.083 0.116 -0.5 -0.1 -0.4
H 0.326 -0.267 1.167 0.9 0.7 0.7
H -2.899 -0.362 0.740 0.8 0.1 -0.4
H -1.470 -0.860 1.692 -0.6 0.5 -0.8
H -1.497 0.740 1.043 -0.2 0.8 -0.2
H -1.084 -1.931 -0.729 0.0 2.8 1.2
H -0.675 0.980 -1.812 -0.7 -1.4 1.4
H -2.339 0.508 -1.408 0.3 -0.6 0.0
H -1.090 0.077 -3.569 -0.9 -2.6 2.6
H 3.365 1.846 3.442 -1.9 0.2 -0.8
H 2.061 1.236 2.815 -0.2 -1.0 -0.2
O 2.451 2.053 3.076 2.2 0.8 1.0
```
Positions in Å, forces in eV/Å.

multiplicity: 1
calculated total energy: -9941.6448 eV
E_HOMO: -8.44 eV
LUMO energy: 0.7 eV
energy above the lowest of the compared OMol25 structures with the same formula, charge and spin: 2.552 eV
Kohn-Sham gap: 0.337 Eh
structure (SMILES): CN[C@@H](C)CO.O

(3)
A structure of composition C23H21BN6O3Pd. Source: the Open Molecules 2025 dataset; level of theory: the ωB97M-V functional and the def2-TZVPD basis.

Geometry as XYZ:
```
55
Properties=species:S:1:pos:R:3:forces:R:3
Pd -0.254 1.788 -0.373 0.0 0.0 0.0
C -5.435 2.655 4.148 0.0 0.0 0.0
C -5.027 3.692 3.290 0.0 0.0 0.0
N -4.320 3.228 2.271 0.0 0.0 0.0
N -4.257 1.898 2.442 0.0 0.0 0.0
C -4.913 1.525 3.555 0.0 0.0 0.0
B -3.479 0.931 1.512 0.0 -0.1 -0.1
N -2.128 0.561 2.117 0.1 0.1 -0.1
C -1.347 -0.461 1.712 0.0 0.0 -0.1
C -0.196 -0.446 2.463 0.0 -0.1 0.2
C -0.386 0.644 3.332 0.2 0.0 -0.1
N -1.535 1.260 3.106 -0.2 -0.1 0.1
N -3.391 1.545 0.079 0.1 0.1 0.0
C -4.507 1.773 -0.632 -0.1 0.0 0.1
C -4.169 2.393 -1.813 -0.1 0.0 0.0
C -2.776 2.495 -1.745 0.1 0.1 0.0
N -2.312 1.987 -0.607 -0.1 -0.1 0.1
H -6.013 2.720 5.056 0.0 0.0 0.0
H -5.218 4.752 3.368 0.0 0.0 0.0
H -4.947 0.487 3.845 0.0 0.0 0.0
H -4.158 -0.077 1.407 0.0 0.0 0.0
H -1.658 -1.103 0.903 0.0 0.0 0.0
H 0.659 -1.097 2.375 0.0 0.0 0.0
H 0.280 1.020 4.094 0.0 0.0 0.0
H -5.465 1.490 -0.227 0.0 0.0 0.0
H -4.825 2.714 -2.605 0.0 0.0 0.0
H -2.075 2.894 -2.459 0.0 0.0 0.0
O 1.141 -0.231 -2.168 0.0 0.0 0.0
C 2.320 -0.440 -1.440 0.0 -0.1 0.0
C 2.742 0.822 -0.586 0.0 0.0 0.1
O 3.920 0.828 -0.191 0.0 0.0 -0.1
O 1.865 1.685 -0.351 0.0 -0.1 0.0
C 2.142 -1.647 -0.496 0.0 0.0 0.0
C 1.160 -2.587 -0.799 0.0 0.0 0.0
C 0.971 -3.707 -0.002 0.0 0.0 0.0
C 1.765 -3.910 1.119 0.0 0.0 0.0
C 2.739 -2.972 1.435 -0.1 0.0 0.0
C 2.924 -1.849 0.639 0.0 0.0 0.0
C 3.417 -0.755 -2.458 0.0 0.0 0.0
C 3.189 -0.529 -3.812 0.0 0.0 0.0
C 4.171 -0.802 -4.757 0.0 0.0 0.0
C 5.400 -1.309 -4.367 0.0 0.0 0.0
C 5.636 -1.536 -3.016 0.0 0.0 0.0
C 4.657 -1.263 -2.075 0.0 0.0 0.0
H 0.541 0.359 -1.626 0.0 0.0 -0.1
H 0.529 -2.406 -1.659 0.0 0.0 0.0
H 0.192 -4.418 -0.251 0.0 0.0 0.0
H 1.610 -4.777 1.751 0.0 0.0 0.0
H 3.347 -3.101 2.323 0.0 0.0 0.0
H 3.660 -1.101 0.904 0.0 0.0 0.0
H 2.228 -0.134 -4.109 0.0 0.0 0.0
H 3.968 -0.614 -5.806 0.0 0.0 0.0
H 6.167 -1.523 -5.102 0.0 0.0 0.0
H 6.594 -1.925 -2.690 0.0 0.0 0.0
H 4.859 -1.424 -1.027 0.0 0.0 0.0
```
Positions in Å, forces in eV/Å.

charge: -2
multiplicity: 1
calculated total energy: -43433.9126 eV
E_HOMO: -0.32 eV
LUMO energy: 4.8 eV
energy above the lowest of the compared OMol25 structures with the same formula, charge and spin: 0.399 eV
Kohn-Sham gap: 0.188 Eh

(4)
A structure of composition C6H23NNbO2S2. Source: the Open Molecules 2025 dataset; level of theory: the ωB97M-V functional and the def2-TZVPD basis.

Geometry as XYZ:
```
35
Properties=species:S:1:pos:R:3:forces:R:3
C -0.351 1.224 -0.315 -0.3 0.0 0.0
N -0.422 -0.216 -0.096 0.3 -0.1 -0.6
C 0.909 -0.851 -0.289 -0.2 0.7 0.7
Nb 2.371 -0.536 1.485 0.0 -1.2 -0.3
H -1.345 1.653 -0.149 0.0 0.1 -0.1
H -0.009 1.477 -1.331 0.0 0.1 0.0
H 0.328 1.702 0.386 0.2 -0.2 0.1
H -1.009 -0.561 -0.851 -0.3 -0.1 0.1
H 1.369 -0.575 -1.255 0.0 0.1 0.1
H 0.733 -1.935 -0.315 0.2 0.0 0.1
H 3.765 -1.290 0.570 0.5 0.1 -0.5
H 2.761 1.074 0.664 -0.1 0.1 0.1
H 0.989 0.389 2.282 0.1 0.4 -0.1
H 1.803 -2.103 2.238 -0.4 -0.5 0.2
H 3.383 -0.016 2.906 -0.1 0.6 0.2
C -0.727 1.005 -4.500 -0.1 0.0 0.0
S 1.018 1.432 -4.623 0.0 0.2 0.2
O 1.189 2.751 -3.960 -0.1 -0.1 -0.2
C 0.994 1.747 -6.399 0.0 0.0 -0.1
H -0.946 0.810 -3.452 0.1 0.0 0.0
H -1.335 1.837 -4.856 0.1 0.0 0.0
H -0.922 0.107 -5.088 0.0 0.0 0.0
H 0.266 2.527 -6.625 0.0 0.0 0.1
H 0.745 0.827 -6.928 0.0 0.0 0.0
H 1.988 2.078 -6.691 0.0 0.0 0.1
C -1.779 -0.872 3.497 -0.2 0.1 0.0
S -1.282 -0.663 5.214 0.1 0.0 -0.4
O 0.170 -0.955 5.258 -0.1 -0.1 0.4
C -2.139 -2.123 5.840 -0.1 -0.1 0.0
H -1.300 -0.089 2.912 0.1 -0.1 0.0
H -1.440 -1.843 3.135 0.1 0.0 0.0
H -2.865 -0.787 3.420 0.0 0.0 0.0
H -1.782 -3.009 5.313 0.0 0.0 0.0
H -3.214 -2.002 5.701 0.0 0.0 0.0
H -1.915 -2.214 6.901 0.0 0.0 0.0
```
Positions in Å, forces in eV/Å.

charge: -1
multiplicity: 1
calculated total energy: -35392.0738 eV
E_HOMO: -4.25 eV
LUMO energy: 2.4 eV
Kohn-Sham gap: 0.245 Eh

(5)
The ion C7H11N2O with charge +1. Source: the Open Molecules 2025 dataset; level of theory: the ωB97M-V functional and the def2-TZVPD basis.

Geometry as XYZ:
```
21
Properties=species:S:1:pos:R:3:forces:R:3
C -0.036 2.583 -0.510 1.4 0.0 -0.3
C 1.129 1.928 -0.137 2.9 4.3 -0.5
C -0.959 1.544 -0.455 -1.7 1.2 -0.5
C 2.881 -0.688 -0.121 1.3 4.4 -3.9
C 1.734 -0.466 0.516 -3.8 4.5 -0.6
C -2.236 -1.480 -0.404 2.9 -1.8 -2.3
C -0.881 -1.134 0.192 -0.6 3.5 -0.3
N 0.898 0.650 0.140 1.8 -5.5 1.9
N -0.451 0.423 -0.023 -0.3 -3.9 0.6
O -0.781 -1.216 1.558 -2.6 0.2 1.6
H -0.157 3.630 -0.867 0.0 -1.1 0.6
H 2.073 2.337 0.243 -0.5 0.0 -0.6
H -1.953 1.501 -0.702 -2.2 0.4 -0.7
H 3.503 -1.394 0.178 2.7 -3.2 1.2
H 3.247 0.007 -0.986 -0.9 -1.5 1.7
H 1.290 -0.996 1.302 -0.4 -1.2 0.6
H -2.130 -1.742 -1.543 -0.3 0.4 2.3
H -2.980 -0.796 -0.264 -1.8 2.2 0.3
H -2.523 -2.321 0.190 -0.3 -1.0 -0.1
H -0.044 -1.597 -0.314 -0.1 -0.6 0.3
H -1.624 -0.772 2.007 2.6 -1.5 -1.4
```
Positions in Å, forces in eV/Å.

charge: +1
multiplicity: 3
calculated total energy: -12451.2907 eV
E_HOMO (alpha / beta): -9.30 / -13.96 eV
LUMO energy (alpha / beta): -3.1 / -8.0 eV
energy above the lowest of the compared OMol25 structures with the same formula, charge and spin: 3.187 eV
Kohn-Sham gap (alpha / beta): 0.226 / 0.220 Eh
⟨S²⟩: 2.01

(6)
A cluster of 2 separate species, C22H41N4O6S2 in total. Source: the Open Molecules 2025 dataset; level of theory: the ωB97M-V functional and the def2-TZVPD basis.

Geometry as XYZ:
```
75
Properties=species:S:1:pos:R:3:forces:R:3
C 8.027 2.640 1.726 -0.1 -0.1 -0.1
C 6.707 3.207 1.280 0.3 -0.3 0.8
N 6.553 3.390 0.059 -0.7 0.3 -1.7
C 5.622 3.499 2.305 1.4 0.5 0.3
O 4.834 4.601 1.862 -0.2 -0.5 -1.2
C 3.524 4.534 2.135 0.5 1.0 -1.1
O 3.098 3.994 3.086 -1.0 -1.4 2.0
N 2.744 5.262 1.211 -0.9 0.1 0.5
N 2.605 4.585 -0.053 -0.1 -0.7 0.7
C 3.415 5.009 -0.918 1.0 0.7 -0.6
C 3.513 4.278 -2.222 0.2 0.1 -0.1
C 4.341 6.191 -0.757 -0.2 0.0 -1.0
S 1.285 5.869 1.856 -0.1 0.4 -0.1
C 0.067 4.555 2.139 0.0 -0.6 -0.2
C -0.580 3.959 0.891 0.1 -1.4 2.8
O -0.572 4.430 -0.157 0.0 1.7 -3.4
O -1.322 2.791 1.106 0.1 -0.1 0.4
C -0.589 1.565 1.079 0.1 -0.1 0.5
C -1.127 0.699 -0.057 -1.5 0.6 -0.1
C -2.666 0.531 0.041 0.6 -0.8 0.1
O -0.494 -0.607 -0.085 0.7 1.0 0.4
C 0.603 -0.604 -0.925 1.1 -1.2 2.7
O 0.511 -0.412 -2.059 -0.8 0.9 -4.2
C 1.964 -0.918 -0.330 -1.2 -0.3 1.9
S 2.850 0.620 0.033 0.5 0.4 -0.2
H 8.647 3.414 2.179 -0.1 -0.1 0.4
H 8.555 2.294 0.843 0.0 0.0 -0.1
H 7.905 1.771 2.374 0.0 0.2 0.3
H 5.611 3.745 -0.129 0.1 0.1 0.0
H 5.069 2.579 2.460 -0.4 0.1 0.3
H 6.131 3.824 3.213 -0.2 -0.3 0.3
H 4.464 4.516 -2.693 0.1 -0.1 0.0
H 2.753 4.629 -2.918 -0.2 -0.1 0.0
H 3.458 3.204 -2.069 -0.3 0.0 -0.1
H 4.560 6.545 -1.767 0.1 0.1 0.0
H 3.893 7.023 -0.228 0.1 -0.1 0.5
H 5.294 5.877 -0.339 0.0 0.1 0.3
H -0.753 5.054 2.662 0.1 0.2 0.1
H 0.407 3.782 2.825 0.2 -0.1 0.0
H 0.475 1.767 0.953 0.0 0.0 -0.1
H -0.727 1.059 2.040 0.0 -0.1 0.0
H -0.959 1.250 -0.982 0.4 -0.3 -0.2
H -3.077 0.986 0.938 -0.1 0.2 -0.1
H -2.887 -0.539 0.093 0.0 0.0 0.1
H -3.143 0.898 -0.860 -0.2 0.3 0.1
H 1.790 -1.427 0.619 0.3 -0.1 0.0
H 2.539 -1.574 -0.969 0.1 0.3 -0.3
H 2.412 0.910 1.280 0.0 -0.4 -0.3
C -1.699 -4.421 -1.399 0.1 -0.1 -0.2
C -2.943 -3.543 -1.500 0.4 -0.1 0.3
C -3.988 -3.867 -0.434 0.0 0.2 -0.3
N -5.127 -4.756 -0.892 -0.5 -0.2 0.2
C -6.092 -3.969 -1.718 0.2 0.0 0.0
C -4.682 -5.998 -1.628 0.2 0.0 0.0
C -4.227 -6.929 -0.528 0.1 0.0 0.1
C -5.294 -6.735 0.550 0.0 -0.1 0.2
C -5.832 -5.313 0.347 0.0 -0.1 -0.1
H -1.878 -5.449 -1.719 0.0 0.0 0.0
H -0.909 -4.018 -2.031 0.0 0.0 0.0
H -1.326 -4.447 -0.374 0.0 0.0 0.0
H -3.352 -3.574 -2.512 -0.1 0.1 0.0
H -2.611 -2.516 -1.332 -0.2 0.0 0.0
H -4.465 -2.948 -0.091 -0.1 -0.1 0.1
H -3.528 -4.339 0.433 0.0 -0.1 -0.1
H -5.582 -3.608 -2.607 0.0 0.1 0.0
H -6.460 -3.138 -1.121 0.0 0.0 -0.1
H -6.917 -4.618 -2.000 0.0 0.0 0.0
H -5.558 -6.401 -2.137 0.0 0.1 0.0
H -3.928 -5.750 -2.370 0.0 0.1 0.0
H -3.246 -6.640 -0.151 0.0 0.0 -0.1
H -4.157 -7.962 -0.863 0.0 0.0 -0.1
H -4.889 -6.881 1.549 0.0 0.0 0.0
H -6.102 -7.454 0.425 0.0 0.0 0.0
H -5.636 -4.653 1.188 0.0 0.1 -0.1
H -6.900 -5.325 0.146 0.0 0.1 0.0
```
Positions in Å, forces in eV/Å.

charge: +1
multiplicity: 1
calculated total energy: -63386.3499 eV
E_HOMO: -10.55 eV
LUMO energy: -2.4 eV
Kohn-Sham gap: 0.300 Eh